(1)
This record from the OMol25 dataset describes C31H57BN5O19V as an isolated structure in a non-equilibrium geometry. The level of theory is ωB97M-V/def2-TZVPD.

## Properties
* LUMO level: -0.954 eV
* E_HOMO: -3.3 eV
* orbital gap: 2.38 eV
* net charge: -2
* energy relative to the best compared isomer or geometry (same formula, charge and spin): 248.4 kcal per mole
* calculated total energy: -105776.9652 eV

Element x y z (Å)
O1 -1.45493 -1.02513 2.27835
V1 -0.04234 -0.51961 2.83620
O2 0.67613 0.15089 1.57565
N1 -0.67774 -2.60145 8.13878
O3 -0.14996 -3.68908 8.44633
O4 -0.67609 -2.19502 7.02151
O5 -0.86445 -1.85311 9.11411
N2 -1.74660 3.95661 3.50152
O6 -1.00963 4.57960 2.71790
O7 -1.37664 2.95015 4.15359
O8 -2.85666 4.53015 3.77102
O9 4.86199 0.41557 5.74103
C1 5.90979 0.85167 6.29978
O10 6.94230 1.36159 5.69658
B1 8.12312 1.37442 6.66691
O11 7.65377 0.73819 7.87499
C2 6.36480 0.43183 7.70662
O12 5.58223 -0.22375 8.48969
O13 8.58487 2.73374 6.77410
C3 9.83721 2.77123 6.34749
O14 10.61972 3.71551 6.32158
C4 10.20277 1.36817 5.78553
O15 9.19670 0.57297 6.00801
O16 11.32892 1.07368 5.30739
C5 -8.13923 -2.56520 -2.13431
C6 -7.09064 -1.43523 -1.78693
C7 -7.15328 -0.25788 -2.77817
C8 -8.20231 0.77300 -2.35124
C9 -7.87204 1.23810 -0.94659
C10 -7.86484 0.12397 0.15439
N3 -7.13998 -1.10580 -0.33148
O17 -6.95309 -2.11810 0.60433
C11 -7.27182 0.70065 1.44454
C12 -9.35570 -0.09523 0.39114
C13 -5.64616 -1.97885 -2.09969
H1 -9.04251 -2.48493 -1.52955
H2 -7.75932 -3.57016 -1.95038
H3 -8.52991 -2.67942 -3.14546
H4 -6.18859 0.24556 -2.84155
H5 -7.39568 -0.69808 -3.74541
H6 -9.15564 0.24503 -2.32891
H7 -8.17886 1.63071 -3.02346
H8 -8.52443 2.06707 -0.67218
H9 -6.94012 1.79906 -1.01685
H10 -7.61385 0.17307 2.33492
H11 -6.18342 0.74670 1.40760
H12 -7.70032 1.70170 1.49351
H13 -9.97630 0.76873 0.15340
H14 -9.88876 -0.88183 -0.14291
H15 -9.63360 -0.36490 1.41003
H16 -5.23360 -2.71072 -1.40524
H17 -4.90134 -1.18932 -1.99985
H18 -5.58283 -2.56632 -3.01565
H19 -6.02787 -2.10697 0.86017
C14 4.36866 -7.24898 1.86290
C15 4.72472 -5.86189 1.23982
C16 5.80080 -6.13445 0.11903
C17 5.25622 -6.78821 -1.20889
C18 4.07515 -5.99130 -1.72840
C19 2.94651 -5.76919 -0.58490
N4 3.49586 -5.18153 0.66527
O18 2.55116 -4.88544 1.63495
C20 2.09131 -4.60398 -1.14778
C21 2.03078 -7.01107 -0.44312
C22 5.34762 -4.83798 2.28743
H20 3.59160 -7.24811 2.62727
H21 5.22448 -7.66109 2.39754
H22 4.08041 -7.98414 1.11154
H23 6.38275 -5.24591 -0.12576
H24 6.57410 -6.81095 0.48298
H25 5.05752 -7.84853 -1.05285
H26 5.96265 -6.77358 -2.03885
H27 3.62636 -6.67130 -2.45247
H28 4.34723 -5.10225 -2.29732
H29 1.81535 -4.68375 -2.19925
H30 1.16034 -4.69839 -0.58878
H31 2.39899 -3.57033 -0.98969
H32 1.20925 -6.98160 -1.15889
H33 2.55624 -7.96595 -0.42959
H34 1.59674 -7.05411 0.55581
H35 5.62135 -3.84751 1.92391
H36 6.12588 -5.18402 2.96763
H37 4.63927 -4.55157 3.06480
H38 2.19550 -5.74444 1.87419
C23 2.29542 6.76456 -2.07393
C24 1.60314 6.23148 -3.34630
C25 2.02565 4.77762 -3.39246
C26 1.21524 3.88308 -4.30928
C27 -0.31509 4.19768 -3.98812
C28 -0.73403 5.72787 -4.08922
N5 0.15323 6.48373 -3.22751
O19 -0.33513 7.75888 -2.95640
C29 -0.84466 6.17728 -5.58200
C30 -2.17987 5.75185 -3.43657
C31 2.21735 6.98313 -4.55266
H39 2.07919 6.23584 -1.14560
H40 1.86093 7.76422 -2.07346
H41 3.36382 6.74471 -2.28893
H42 3.04647 4.68546 -3.76331
H43 2.11592 4.28461 -2.42453
H44 1.53197 2.85023 -4.16432
H45 1.42069 4.11962 -5.35328
H46 -0.65771 3.76124 -3.04992
H47 -0.94453 3.71288 -4.73435
H48 0.04902 5.89152 -6.13677
H49 -1.75916 5.86224 -6.08452
H50 -1.03571 7.24978 -5.61852
H51 -2.14434 5.45465 -2.38848
H52 -2.71178 6.70056 -3.50819
H53 -2.95872 5.18715 -3.94901
H54 3.26998 7.17469 -4.34437
H55 1.65451 7.89729 -4.74142
H56 2.08875 6.46668 -5.50389
H57 -0.10838 8.28808 -3.72460

Cartesian forces (eV/Å) of the 2 atoms listed first:
O 2.73 0.73 1.22
V -1.76 1.27 -3.16

Results of the Löwdin charge analysis, in e, for atoms 1 through 5: -0.27 1.27 -0.26 -0.69 -0.08

(2)
This record from the OMol25 dataset describes C31H57BeN2O2P2S as an isolated structure in a non-equilibrium geometry. The level of theory is ωB97M-V/def2-TZVPD.

## Properties
* LUMO level (alpha / beta): -2.538 / -2.537 eV
* E_HOMO (alpha / beta): -8.1 / -8.1 eV
* orbital gap (alpha / beta): 5.54 / 5.54 eV
* net charge: +1
* energy relative to the best compared isomer or geometry (same formula, charge and spin): 12.8 kcal per mole
* calculated total energy: -69955.3822 eV

Element x y z (Å)
C1 -2.22862 -1.24286 1.50986
C2 -0.66633 -2.84533 0.70028
C3 -3.01800 -2.26450 2.00917
C4 -1.53223 -3.88164 1.01979
C5 -2.68020 -3.59022 1.75272
H1 -3.92741 -1.99938 2.54157
H2 -1.26910 -4.90011 0.72904
H3 -3.31418 -4.39743 2.11165
N1 -0.98650 -1.55891 1.05683
P1 -2.18684 1.04655 -0.13122
P2 1.76010 -1.68843 0.52729
C6 -2.70939 0.17505 1.40751
H4 -3.81174 0.18775 1.46060
H5 -2.34229 0.75419 2.27178
C7 0.56850 -2.91590 -0.04798
H6 0.95571 -3.92466 -0.22246
C8 3.20297 -1.78844 -0.76978
C9 2.32508 -2.35344 2.20091
C10 -3.37533 0.57152 -1.52896
C11 -2.43689 2.82898 0.41843
C12 2.99113 -0.78366 -1.91118
H7 3.05173 0.25750 -1.56324
H8 3.79395 -0.93589 -2.65229
H9 2.03463 -0.92158 -2.42171
C13 4.55917 -1.47670 -0.12444
H10 4.57196 -0.49280 0.36183
H11 4.88319 -2.24586 0.58553
H12 5.31417 -1.44792 -0.92673
C14 3.23253 -3.19303 -1.38064
H13 4.12191 -3.27023 -2.02407
H14 3.31048 -3.98689 -0.62904
H15 2.35270 -3.36890 -2.01031
C15 3.25417 -1.30659 2.83760
H16 2.76019 -0.32559 2.88015
H17 3.47274 -1.62761 3.86542
H18 4.20644 -1.20290 2.31591
C16 1.15518 -2.56004 3.17325
H19 0.63139 -1.61833 3.37515
H20 0.44645 -3.31693 2.83151
H21 1.58115 -2.91756 4.12269
C17 3.02918 -3.70658 2.02041
H22 2.36386 -4.45891 1.57239
H23 3.94974 -3.64854 1.42972
H24 3.30588 -4.07309 3.02018
C18 -2.21917 3.74126 -0.79758
H25 -2.16569 4.78271 -0.44473
H26 -1.27529 3.49964 -1.30589
H27 -3.03991 3.68122 -1.52308
C19 -1.35975 3.13158 1.47826
H28 -1.53133 2.59036 2.41565
H29 -0.35844 2.88363 1.10377
H30 -1.38580 4.20899 1.70526
C20 -3.81319 3.07981 1.05088
H31 -4.01376 2.40158 1.88993
H32 -3.81507 4.10560 1.44711
H33 -4.63279 3.00820 0.32990
C21 -3.65575 -0.92774 -1.39345
H34 -4.29179 -1.15458 -0.52698
H35 -4.18218 -1.27535 -2.29752
H36 -2.72138 -1.49843 -1.30200
C22 -2.65453 0.84706 -2.86787
H37 -1.72149 0.27369 -2.94645
H38 -3.31628 0.53994 -3.69048
H39 -2.41777 1.91153 -2.99109
C23 -4.70977 1.32548 -1.50964
H40 -5.25489 1.18263 -0.56526
H41 -4.59988 2.39722 -1.72497
H42 -5.33800 0.90448 -2.31281
Be1 -0.12457 0.31598 -0.69243
C24 0.15915 -0.56665 0.96017
O1 0.29716 0.26612 1.90516
N2 -0.23138 -0.97686 -1.70352
C25 -0.04724 -2.17990 -1.73795
C26 -0.36059 -3.29446 -2.79587
C27 -0.01052 -4.71254 -2.35645
C28 -1.86617 -3.27199 -3.02430
C29 0.39705 -2.92180 -4.07104
H43 1.06184 -4.86846 -2.20441
H44 -0.56147 -5.00381 -1.45427
H45 -0.32274 -5.39904 -3.15692
H46 -2.19468 -2.27502 -3.34472
H47 -2.14507 -4.00083 -3.79746
H48 -2.39436 -3.54042 -2.09901
H49 0.53489 -3.80368 -4.71001
H50 -0.16882 -2.15529 -4.61747
H51 1.38977 -2.51042 -3.84368
C30 1.53109 4.09210 -0.47287
S1 1.92303 2.39442 -0.94723
C31 2.75245 1.93223 0.58153
O2 0.46419 1.75298 -0.83762
H52 2.43121 4.68233 -0.68805
H53 1.29989 4.15135 0.59806
H54 0.69227 4.45721 -1.07301
H55 2.04762 1.48608 1.29565
H56 3.55898 1.23275 0.33796
H57 3.19999 2.84861 0.98447

Cartesian forces (eV/Å) of the 2 atoms listed first:
C 0.64 0.27 0.16
C -0.40 0.56 0.18

Results of the Löwdin charge analysis, in e, for atoms 1 through 5: -0.23 -0.27 -0.01 -0.01 -0.03

(3)
This record from the OMol25 dataset describes C31H57N2O2P2PbS as an isolated structure in a non-equilibrium geometry. The level of theory is ωB97M-V/def2-TZVPD.

## Properties
* LUMO level (alpha / beta): -10.259 / -10.269 eV
* E_HOMO (alpha / beta): -16.6 / -16.5 eV
* orbital gap (alpha / beta): 6.31 / 6.19 eV
* net charge: +3
* energy relative to the best compared isomer or geometry (same formula, charge and spin): 67.0 kcal per mole
* calculated total energy: -74777.1564 eV

Element x y z (Å)
C1 -1.19276 -1.98823 -1.33208
C2 1.00550 -1.24940 -1.32722
C3 -0.80859 -3.12980 -2.02611
C4 1.47225 -2.50890 -1.69103
C5 0.54690 -3.45439 -2.15205
H1 -1.58275 -3.77043 -2.45098
H2 2.54366 -2.74519 -1.72664
H3 0.84561 -4.35658 -2.66192
N1 -0.24680 -1.16508 -0.81741
P1 -3.17524 -0.71080 0.35377
P2 2.80603 1.02481 -0.16696
C6 -2.64276 -1.56673 -1.19219
H4 -2.88340 -0.87103 -2.00455
H5 -3.23567 -2.47208 -1.35144
C7 -0.72274 2.96557 2.68381
O1 -0.47974 3.92825 3.24034
C8 1.84660 0.07143 -1.54399
H6 2.87455 -0.42022 -1.76620
C9 4.17818 1.71185 -1.31247
C10 3.55098 0.75706 1.73498
C11 -4.42841 0.68494 -0.09736
C12 -3.92906 -2.17096 1.27705
C13 3.79661 3.19409 -1.42088
H7 3.86574 3.69903 -0.44704
H8 4.48644 3.70164 -2.11100
H9 2.77361 3.32276 -1.79790
C14 5.63065 1.54176 -0.83724
H10 5.87163 2.02254 0.11624
H11 5.91546 0.47974 -0.79329
H12 6.28409 2.00360 -1.59792
C15 4.17402 1.02922 -2.70517
H13 4.64500 1.68882 -3.44436
H14 4.72329 0.07459 -2.67297
H15 3.15892 0.81406 -3.06264
C16 4.06603 2.12881 2.17791
H16 3.25084 2.86766 2.16185
H17 4.44979 2.08210 3.21301
H18 4.87842 2.52099 1.55255
C17 2.41143 0.34752 2.66328
H19 1.62515 1.11754 2.69118
H20 1.95030 -0.60595 2.38249
H21 2.77072 0.23680 3.70391
C18 4.62661 -0.33113 1.67912
H22 5.50555 -0.02836 1.09640
H23 4.98466 -0.57108 2.69495
H24 4.23128 -1.26036 1.24294
C19 -4.29117 -1.69951 2.69612
H25 -4.74892 -2.54448 3.23119
H26 -3.40777 -1.37163 3.26321
H27 -5.02045 -0.87589 2.68671
C20 -2.88434 -3.30502 1.31148
H28 -2.76022 -3.75872 0.31760
H29 -1.90481 -2.98898 1.69014
H30 -3.27153 -4.08960 1.97960
C21 -5.15872 -2.78369 0.58611
H31 -5.32174 -3.76620 1.05550
H32 -6.07501 -2.20289 0.72236
H33 -4.99471 -2.95925 -0.48493
C22 -4.21048 1.13062 -1.55298
H34 -4.49746 0.34767 -2.27178
H35 -4.85350 2.00451 -1.75039
H36 -3.17302 1.44146 -1.73428
C23 -4.13484 1.87340 0.83880
H37 -3.11003 2.24865 0.70247
H38 -4.81748 2.69874 0.59341
H39 -4.27390 1.61670 1.89731
C24 -5.89977 0.24627 0.01308
H40 -6.13261 -0.57302 -0.68771
H41 -6.20209 -0.03794 1.03214
H42 -6.53155 1.10346 -0.28217
Pb1 -0.74327 0.49588 1.04464
N2 0.50699 1.80514 -0.66024
C25 0.99547 1.19963 -1.70668
C26 0.55460 1.89581 -3.11272
C27 1.50866 1.68978 -4.27568
C28 -0.77208 1.28184 -3.51520
C29 0.37650 3.42380 -2.96094
H43 2.42910 2.27161 -4.13723
H44 1.69099 0.62690 -4.45004
H45 1.02058 2.10023 -5.17046
H46 -1.55268 1.54396 -2.79121
H47 -1.05804 1.69898 -4.48843
H48 -0.69082 0.18991 -3.59744
H49 -0.03755 3.76569 -3.91612
H50 -0.32724 3.70017 -2.16937
H51 1.30841 3.98805 -2.81782
C30 -0.03722 -1.76167 5.40470
S1 -0.20104 -2.51478 3.76107
C31 1.42526 -3.27208 3.45834
O2 -0.23199 -1.32766 2.78994
H52 0.99932 -1.52526 5.62216
H53 -0.43179 -2.48139 6.11858
H54 -0.65894 -0.87145 5.39676
H55 1.35286 -4.32077 3.78867
H56 1.60498 -3.24905 2.37016
H57 2.22646 -2.74847 4.00676

Cartesian forces (eV/Å) of the 2 atoms listed first:
C 0.33 0.29 1.01
C -0.09 -0.01 1.79

Results of the Löwdin charge analysis, in e, for atoms 1 through 5: -0.30 -0.23 0.01 0.00 0.02

(4)
This record from the OMol25 dataset describes C31H57N4O2P2Zr as an isolated structure in a non-equilibrium geometry. The level of theory is ωB97M-V/def2-TZVPD.

## Properties
* LUMO level (alpha / beta): -10.626 / -10.629 eV
* E_HOMO (alpha / beta): -15.7 / -15.7 eV
* orbital gap (alpha / beta): 5.08 / 5.07 eV
* net charge: +3
* calculated total energy: -62959.0947 eV

Element x y z (Å)
C1 -2.34491 1.48492 -1.47732
C2 -1.88491 -0.83076 -1.33423
C3 -3.46963 1.25569 -2.28065
C4 -3.07144 -1.11401 -2.01078
C5 -3.86548 -0.08326 -2.46366
H1 -4.03881 2.13065 -2.62315
H2 -3.28932 -2.17706 -2.28088
H3 -4.83305 -0.29117 -2.94794
N1 -1.67592 0.46065 -0.92052
P1 -0.86062 3.02412 0.26617
P2 0.06631 -2.73765 0.03408
C6 -1.81730 2.92853 -1.30531
H4 -1.16432 3.14385 -2.15054
H5 -2.61566 3.67856 -1.34650
C7 -0.85839 -1.89484 -1.36861
H6 -1.24961 -2.73526 -2.14871
C8 0.78426 -4.19727 -1.14206
C9 -0.40634 -3.51686 1.85788
C10 0.75548 4.00808 -0.06986
C11 -2.18787 3.89712 1.27978
C12 2.29231 -3.96739 -1.02779
H7 2.71698 -4.11489 -0.02384
H8 2.81683 -4.63513 -1.72491
H9 2.50019 -2.93558 -1.31797
C13 0.36437 -5.58307 -0.66020
H10 0.67937 -5.82102 0.36165
H11 -0.72100 -5.68571 -0.75248
H12 0.82805 -6.30629 -1.34343
C14 0.40315 -4.12143 -2.63180
H13 1.11713 -4.71343 -3.23513
H14 -0.60876 -4.49952 -2.89621
H15 0.43423 -3.07813 -2.96173
C15 0.86353 -4.17972 2.41293
H16 1.65426 -3.43219 2.55832
H17 0.62290 -4.61582 3.39402
H18 1.29147 -4.96975 1.78964
C16 -0.79341 -2.42521 2.85406
H19 0.01727 -1.71274 3.02812
H20 -1.68823 -1.86860 2.57717
H21 -0.99954 -2.91067 3.82070
C17 -1.60685 -4.42435 1.63222
H22 -1.39023 -5.28966 1.00643
H23 -1.93521 -4.79742 2.61001
H24 -2.43542 -3.87043 1.16676
C18 -1.68685 3.95773 2.73078
H25 -2.41814 4.53551 3.31864
H26 -1.62172 2.94871 3.16432
H27 -0.70443 4.44637 2.82370
C19 -3.47081 3.04401 1.22073
H28 -3.91385 3.02622 0.21807
H29 -3.29492 2.01825 1.55367
H30 -4.20096 3.49902 1.90768
C20 -2.53004 5.30134 0.73727
H31 -3.52099 5.57671 1.12690
H32 -1.82335 6.06857 1.07135
H33 -2.59792 5.33798 -0.35754
C21 1.18854 3.78351 -1.52474
H34 0.49696 4.24441 -2.24359
H35 2.17595 4.24835 -1.67447
H36 1.28816 2.71412 -1.76105
C22 1.86737 3.49019 0.86532
H37 2.20610 2.47230 0.60138
H38 2.74118 4.15572 0.76427
H39 1.56996 3.49399 1.92477
C23 0.55112 5.50438 0.17711
H40 -0.21082 5.93233 -0.48736
H41 0.29946 5.72644 1.22433
H42 1.50174 6.01598 -0.04375
Zr1 0.03417 0.57992 0.72512
C24 -1.57146 0.52514 2.22767
O1 -2.37584 0.44404 3.07959
N2 0.97326 -0.22730 -1.00582
C25 0.66158 -1.04225 -1.92690
C26 1.57259 -0.89981 -3.25312
C27 1.41196 -1.82795 -4.47643
C28 1.31139 0.54481 -3.68856
C29 2.98409 -1.04209 -2.68675
H43 1.72715 -2.87690 -4.26508
H44 0.41438 -1.72026 -4.96271
H45 2.17155 -1.45642 -5.20374
H46 1.67952 1.21650 -2.89806
H47 1.94712 0.79107 -4.55129
H48 0.25009 0.70229 -3.98559
H49 3.73679 -0.60232 -3.35930
H50 3.02466 -0.46180 -1.74403
H51 3.24126 -2.10947 -2.57830
C30 0.99810 0.33898 4.88228
N3 2.28400 0.10649 4.24319
C31 2.48967 0.12572 2.92359
N4 3.73511 -0.12035 2.42431
O2 1.53719 0.37450 2.07777
H52 0.19435 0.47050 4.14250
H53 1.05145 1.23553 5.51222
H54 0.74764 -0.51851 5.52036
H55 3.11880 -0.09062 4.80862
H56 3.83500 -0.16895 1.43071
H57 4.52679 -0.30852 3.04626

Cartesian forces (eV/Å) of the 2 atoms listed first:
C -0.87 0.66 -0.50
C -1.34 0.74 -0.62

Results of the Löwdin charge analysis, in e, for atoms 1 through 5: -0.30 -0.30 0.03 0.00 0.01